Record 1
{
  "formula": "C6H12O2S",
  "method": "ωB97M-V/def2-TZVPD",
  "species": ["C", "C", "C", "C", "C", "C", "O", "O", "S", "H", "H", "H", "H", "H", "H", "H", "H", "H", "H", "H", "H"],
  "xyz": [[-1.774, -1.238, -0.130], [-1.563, -0.217, 0.979], [-0.660, -2.269, -0.004], [-0.106, 0.128, 0.963], [1.997, 1.885, -0.594], [0.679, 1.354, -1.037], [0.335, 0.841, 2.045], [0.634, 0.328, -1.924], [0.827, -1.364, 0.535], [-2.748, -1.722, -0.048], [-1.707, -0.739, -1.095], [-2.170, 0.677, 0.841], [-1.815, -0.648, 1.958], [-0.872, -3.014, 0.763], [-0.435, -2.771, -0.942], [2.480, 2.427, -1.415], [2.661, 1.070, -0.298], [1.867, 2.581, 0.231], [-0.139, 2.049, -1.171], [1.280, 1.017, 1.955], [1.230, -0.376, -1.610]],
  "homo_energy_ev": [-6.8, -6.7],
  "e_tot_ha": -784.389557,
  "de_lowest_kj_mol": 309.3
}



Record 2
{
  "formula": "C6H12O2S",
  "method": "ωB97M-V/def2-TZVPD",
  "species": ["C", "C", "C", "C", "C", "C", "O", "O", "S", "H", "H", "H", "H", "H", "H", "H", "H", "H", "H", "H", "H"],
  "xyz": [[-1.874, 0.518, 0.071], [-0.094, 0.793, -0.581], [0.445, -0.548, -0.159], [0.242, 2.049, 0.174], [1.749, -0.625, 0.497], [0.249, -1.598, -1.260], [-0.698, -0.204, 2.359], [-1.819, -1.899, 0.840], [-1.021, -0.716, 1.065], [-2.315, 1.305, 0.694], [-2.347, 0.082, -0.776], [-0.147, 0.945, -1.643], [-0.284, 2.139, 1.133], [0.106, 2.853, -0.480], [1.304, 2.090, 0.477], [1.793, -1.525, 1.152], [1.748, 0.251, 1.199], [2.542, -0.312, -0.123], [0.787, -2.483, -1.189], [0.495, -1.234, -2.259], [-0.863, -1.882, -1.190]],
  "s2": 2.007,
  "homo_energy_ev": [-5.2, -10.0],
  "e_tot_ha": -784.199306,
  "de_lowest_kj_mol": 83.9,
  "spin_multiplicity": 3
}



Record 3
{
  "formula": "C6H12O3",
  "method": "ωB97M-V/def2-TZVPD",
  "species": ["C", "C", "O", "C", "C", "C", "H", "H", "H", "H", "H", "H", "H", "H", "H", "H", "O", "C", "O", "H", "H"],
  "xyz": [[-1.895, 0.727, 0.997], [-1.419, 0.607, -0.363], [-1.470, 1.397, -1.262], [-0.345, -0.726, -0.586], [0.509, -0.634, -1.840], [0.245, -1.511, 0.580], [-0.786, 1.165, 1.521], [-2.136, -0.218, 1.465], [-2.716, 1.434, 1.083], [-1.227, -1.314, -0.883], [0.705, -1.626, -2.247], [0.002, -0.066, -2.619], [1.476, -0.181, -1.641], [1.239, -1.908, 0.354], [0.362, -0.922, 1.485], [-0.407, -2.336, 0.863], [0.659, 1.509, 1.572], [1.243, 1.451, 0.476], [2.391, 0.814, 0.324], [0.995, 2.075, -0.385], [2.575, 0.262, 1.106]],
  "homo_energy_ev": -8.9,
  "e_tot_ha": -461.472877,
  "de_lowest_kj_mol": 244.3
}



Record 4
{
  "formula": "C6H12O3",
  "method": "ωB97M-V/def2-TZVPD",
  "species": ["C", "C", "C", "O", "C", "H", "H", "H", "H", "H", "H", "H", "H", "C", "C", "O", "O", "H", "H", "H", "H"],
  "xyz": [[-1.774, -0.198, 1.770], [-2.504, -1.255, 0.942], [-1.386, -1.738, 0.026], [-0.173, -1.638, 0.786], [-0.417, -0.863, 1.969], [-2.275, 0.052, 2.724], [-1.666, 0.739, 1.190], [-3.378, -0.866, 0.386], [-2.857, -2.078, 1.592], [-1.305, -1.102, -0.877], [-1.505, -2.786, -0.310], [-0.424, -1.532, 2.850], [0.417, -0.146, 2.098], [2.905, 2.310, -2.412], [1.932, 1.530, -1.580], [0.869, 1.928, -1.160], [2.393, 0.275, -1.335], [2.518, 3.325, -2.601], [3.069, 1.809, -3.382], [3.874, 2.394, -1.893], [1.688, -0.161, -0.783]],
  "homo_energy_ev": -9.6,
  "e_tot_ha": -461.540414,
  "de_lowest_kj_mol": 67.0
}



Record 5
{
  "formula": "C6H12O3",
  "method": "ωB97M-V/def2-TZVPD",
  "species": ["O", "C", "H", "O", "H", "O", "C", "C", "C", "C", "C", "H", "H", "H", "H", "H", "H", "H", "H", "H", "H"],
  "xyz": [[-3.382, 0.381, -4.033], [-2.418, -0.103, -3.498], [-2.012, -1.102, -3.746], [-0.917, 1.049, -3.206], [-0.140, 0.495, -3.345], [-2.302, -0.098, -1.493], [-2.111, -1.275, -0.712], [-0.800, -1.261, 0.037], [-0.604, -0.233, 1.179], [0.161, -1.324, 1.963], [-0.502, -2.385, 1.055], [-2.953, -1.372, -0.008], [-2.147, -2.153, -1.374], [0.020, -1.181, -0.693], [-0.079, 0.702, 0.943], [-1.564, 0.020, 1.653], [1.244, -1.255, 1.785], [-0.016, -1.395, 3.045], [-1.431, -2.779, 1.493], [0.117, -3.223, 0.709], [-1.228, 0.720, -1.747]],
  "homo_energy_ev": -10.2,
  "e_tot_ha": -461.377129,
  "de_lowest_kj_mol": 495.7
}



Record 6
{
  "formula": "C6H12O4",
  "method": "ωB97M-V/def2-TZVPD",
  "species": ["C", "C", "O", "C", "O", "C", "O", "C", "C", "H", "H", "H", "H", "H", "H", "H", "H", "H", "H", "O", "H", "H"],
  "xyz": [[-2.334, 0.441, 2.512], [-1.367, -0.696, 2.802], [-1.900, -1.960, 2.473], [-0.058, -0.525, 2.040], [0.705, 0.662, 2.532], [1.796, -0.089, 2.772], [2.919, 0.327, 2.873], [1.149, -1.415, 2.413], [1.063, -2.450, 3.521], [-1.889, 1.406, 2.788], [-2.588, 0.471, 1.442], [-3.258, 0.308, 3.090], [-1.139, -0.698, 3.881], [-2.711, -1.869, 1.942], [-0.255, -0.477, 0.960], [1.621, -1.843, 1.518], [0.594, -2.045, 4.427], [0.476, -3.314, 3.187], [2.072, -2.793, 3.783], [1.146, 2.762, 0.417], [2.068, 2.493, 0.228], [1.174, 3.723, 0.434]],
  "homo_energy_ev": -10.1,
  "e_tot_ha": -536.763865,
  "de_lowest_kj_mol": 108.4
}



Record 7
{
  "formula": "C6H12OOsP",
  "method": "ωB97M-V/def2-TZVPD",
  "species": ["C", "C", "C", "C", "C", "Os", "P", "H", "H", "H", "H", "H", "H", "H", "H", "C", "O", "H", "H", "H", "H"],
  "xyz": [[-0.262, -0.571, -1.777], [-0.936, -1.530, -2.563], [-0.196, -2.758, -2.528], [0.948, -2.572, -1.688], [0.915, -1.245, -1.180], [0.310, 1.393, 1.307], [0.077, 3.449, 0.601], [-0.537, 0.473, -1.636], [-1.851, -1.365, -3.121], [-0.436, -3.667, -3.070], [1.634, -0.784, -0.501], [1.715, -3.305, -1.464], [-1.071, 4.135, 1.156], [-0.177, 3.538, -0.824], [1.110, 4.452, 0.688], [-0.204, 0.307, 3.030], [0.285, -0.548, 1.924], [-1.231, 0.084, 3.307], [-0.189, 1.559, 2.771], [0.456, 0.193, 3.888], [-0.359, -1.239, 1.682]],
  "s2": 6.026,
  "homo_energy_ev": [-11.2, -11.1],
  "e_tot_ha": -742.530164,
  "de_lowest_kj_mol": 0.0,
  "spin_multiplicity": 5,
  "charge": 1
}



Record 8
{
  "formula": "C6H12OS",
  "method": "ωB97M-V/def2-TZVPD",
  "species": ["C", "C", "C", "C", "C", "C", "O", "S", "H", "H", "H", "H", "H", "H", "H", "H", "H", "H", "H", "H"],
  "xyz": [[1.542, -0.906, -1.623], [-0.981, -0.595, 1.684], [0.553, -0.218, -3.856], [0.115, 0.421, 3.756], [0.983, 0.148, -2.466], [-0.890, 0.509, 2.652], [-1.167, 0.953, -0.411], [-1.077, -0.416, 0.061], [0.969, -1.787, -1.867], [-0.813, -1.623, 1.885], [-0.188, 0.528, -4.364], [-0.214, -1.126, -3.748], [1.250, -0.404, -4.743], [1.103, 0.698, 3.429], [0.170, -0.616, 4.030], [-0.150, 1.148, 4.503], [0.025, 0.258, -1.892], [1.522, 1.037, -2.395], [-0.893, 1.355, 2.002], [-1.858, 0.637, 3.362]],
  "homo_energy_ev": -8.4,
  "e_tot_ha": -708.998654,
  "de_lowest_kj_mol": 632.0
}



Record 9
{
  "formula": "C6H12OS",
  "method": "ωB97M-V/def2-TZVPD",
  "species": ["C", "C", "C", "C", "O", "C", "C", "S", "H", "H", "H", "H", "H", "H", "H", "H", "H", "H", "H", "H"],
  "xyz": [[-2.078, -0.547, -0.731], [-1.412, 0.711, -0.161], [0.084, 0.698, -0.513], [1.201, 1.274, 0.360], [2.264, 1.868, -0.185], [0.974, -0.250, 0.271], [0.504, -1.011, 1.504], [2.271, -1.164, -0.652], [-3.178, -0.682, -0.446], [-1.962, -0.532, -1.822], [-1.695, -1.517, -0.407], [-1.910, 1.599, -0.647], [-1.567, 0.821, 0.963], [0.184, 0.703, -1.571], [0.822, 1.797, 1.237], [2.639, 1.277, -0.878], [-0.236, -0.539, 2.132], [0.082, -2.040, 1.249], [1.372, -1.172, 2.143], [1.641, -1.295, -1.847]],
  "homo_energy_ev": -8.9,
  "e_tot_ha": -709.190053,
  "de_lowest_kj_mol": 129.5
}



Record 10
{
  "formula": "C6H12S2Si",
  "method": "ωB97M-V/def2-TZVPD",
  "species": ["C", "C", "C", "C", "C", "S", "S", "C", "Si", "H", "H", "H", "H", "H", "H", "H", "H", "H", "H", "H", "H"],
  "xyz": [[1.004, 1.489, 1.124], [0.363, 0.680, 0.315], [0.711, -0.086, -0.936], [1.753, -1.169, -0.629], [0.939, -2.378, -0.127], [0.066, -2.157, 1.482], [-1.669, -1.268, 0.890], [-1.197, 0.548, 0.699], [-2.352, 1.700, -0.364], [0.501, 2.055, 1.989], [2.054, 1.801, 0.934], [-0.303, -0.549, -1.155], [1.006, 0.463, -1.881], [2.272, -1.481, -1.452], [2.570, -0.856, -0.078], [0.045, -2.658, -0.899], [1.659, -3.311, -0.009], [-1.347, 0.924, 1.817], [-3.099, 2.831, 0.581], [-3.336, 0.877, -1.020], [-1.640, 2.547, -1.280]],
  "homo_energy_ev": -8.7,
  "e_tot_ha": -1321.584748,
  "de_lowest_kj_mol": 148.0
}